# 1
This record from OMol25 describes 12 unconnected molecules or ions with the total composition C28H70N2O10 at a distorted geometry. The level of theory is wB97M-V/def2-TZVPD.

## Properties
Orbital gap in eV: 8.4
Lowest unoccupied orbital energy in eV: 0.34
HOMO in eV: -8.1

```
! wB97M-V def2-TZVPD RIJCOSX def2/J DEFGRID3
* xyz 0 1
C 1.12 4.78 -1.58
C 1.25 4.20 -0.24
O 0.44 3.03 -0.21
H 1.68 5.68 -1.63
H 0.06 5.00 -1.78
H 1.45 4.06 -2.30
H 0.98 4.88 0.56
H 2.33 3.95 -0.18
H 0.96 2.23 -0.54
C 4.09 0.59 -3.37
C 4.67 -0.30 -2.31
O 3.95 -0.24 -1.08
H 4.67 0.53 -4.26
H 3.97 1.58 -3.01
H 3.14 0.11 -3.62
H 5.69 -0.04 -2.09
H 4.69 -1.31 -2.71
H 3.99 -1.12 -0.74
C 0.11 -0.53 0.12
C 0.71 -0.26 -1.23
O 1.55 0.87 -1.24
H -0.60 -1.38 0.16
H -0.41 0.33 0.52
H 0.88 -0.75 0.83
H -0.05 -0.17 -2.02
H 1.29 -1.16 -1.52
H 2.45 0.51 -1.16
C -4.21 -0.90 0.75
C -5.33 -1.90 0.71
O -5.48 -2.27 -0.69
H -4.08 -0.50 1.78
H -4.35 -0.05 0.07
H -3.24 -1.38 0.50
H -6.24 -1.34 1.02
H -5.20 -2.80 1.28
H -6.37 -2.57 -0.83
C 2.66 -3.58 -0.71
C 3.97 -4.03 -0.06
O 4.93 -2.91 -0.05
H 2.06 -4.47 -0.94
H 2.87 -2.95 -1.57
H 2.11 -2.95 0.03
H 4.43 -4.86 -0.69
H 3.77 -4.33 0.99
H 5.69 -3.11 0.54
C -4.14 1.81 -1.99
C -2.80 1.78 -1.30
O -2.11 3.01 -1.63
H -4.69 0.88 -2.00
H -3.93 2.14 -3.01
H -4.77 2.60 -1.57
H -2.18 0.97 -1.66
H -3.00 1.67 -0.22
H -1.28 3.03 -1.14
C -3.16 3.91 2.79
C -2.05 4.02 1.82
O -1.03 3.04 2.02
H -3.97 4.61 2.71
H -2.70 3.90 3.75
H -3.59 2.91 2.59
H -1.61 5.02 1.93
H -2.35 3.88 0.83
H -0.45 2.89 1.25
C 1.55 -2.50 3.10
C 1.95 -3.41 4.19
O 2.50 -4.62 3.68
H 0.81 -3.07 2.47
H 2.42 -2.17 2.52
H 1.01 -1.60 3.48
H 1.04 -3.59 4.83
H 2.70 -2.86 4.79
H 3.47 -4.55 3.67
C -0.58 0.91 -4.65
C -0.87 2.20 -5.24
O 0.11 3.15 -4.76
H -1.33 0.20 -5.05
H -0.54 0.91 -3.56
H 0.45 0.65 -4.80
H -1.89 2.57 -4.99
H -0.88 2.15 -6.35
H 0.47 2.74 -3.98
C -2.00 -1.57 3.66
C -1.50 -0.14 3.76
O -2.24 0.59 2.78
H -1.89 -1.88 2.61
H -3.02 -1.81 3.95
H -1.36 -2.21 4.27
H -0.41 -0.06 3.54
H -1.73 0.22 4.82
H -1.78 1.42 2.52
N -2.94 -2.93 -1.86
C -2.19 -3.94 -1.34
C -1.08 -4.12 -2.11
C -1.09 -3.11 -3.13
C -2.26 -2.40 -2.93
H -3.81 -2.58 -1.50
H -2.59 -4.53 -0.53
H -0.27 -4.83 -1.98
H -0.36 -3.01 -3.91
H -2.67 -1.57 -3.45
N 2.23 1.55 3.84
C 1.98 1.37 2.51
C 3.08 0.76 1.95
C 4.05 0.58 2.99
C 3.48 1.06 4.13
H 1.63 2.03 4.50
H 1.10 1.66 2.03
H 3.11 0.66 0.88
H 5.06 0.19 2.89
H 3.90 1.25 5.09
*
```

Löwdin atomic charge list, values in e, 99 entries: -0.08 -0.29 -0.15 0.07 0.10 0.07 0.12 0.13 0.07 -0.07 -0.29 -0.09 0.08 0.07 0.08 0.11 0.11 0.04 -0.05 -0.28 -0.10 0.09 0.06 0.04 0.08 0.10 0.03 -0.09 -0.27 -0.11 0.07 0.06 0.07 0.12 0.11 0.08 -0.08 -0.26 -0.12 0.08 0.06 0.07 0.12 0.10 0.10 -0.08 -0.30 -0.09 0.06 0.07 0.08 0.09 0.10 0.02 -0.07 -0.31 -0.12 0.08 0.08 0.08 0.12 0.09 0.03 -0.12 -0.35 -0.08 0.09 0.07 0.06 0.12 0.12 0.09 -0.11 -0.31 -0.08 0.10 0.05 0.07 0.11 0.12 0.04 -0.10 -0.30 -0.13 0.06 0.07 0.06 0.09 0.12 0.04 0.03 -0.16 -0.12 -0.10 -0.14 0.08 0.11 0.08 0.08

---

# 2
This record from OMol25 describes a molecular structure, C28H70O14 at a distorted geometry. The level of theory is wB97M-V/def2-TZVPD.

## Properties
Orbital gap in eV: 8.5
Relative energy (zero: lowest compared OMol25 entry of this formula, charge and spin) in kJ/mol: 2469.3
Lowest unoccupied orbital energy in eV: 0.40
HOMO in eV: -8.1

```
! wB97M-V def2-TZVPD RIJCOSX def2/J DEFGRID3
* xyz 0 1
C 2.41 -1.05 2.22
O 2.85 -1.28 3.56
C 1.91 -1.97 4.40
C 2.67 -2.62 5.64
O 1.98 -3.56 6.48
C 0.86 -3.06 7.21
H 1.98 -1.94 1.77
H 3.26 -0.71 1.62
H 1.61 -0.31 2.14
H 1.44 -2.85 3.97
H 1.04 -1.36 4.67
H 3.09 -1.91 6.35
H 3.61 -2.99 5.24
H -0.07 -3.06 6.64
H 1.07 -2.09 7.65
H 0.86 -3.81 8.00
C -2.03 0.80 -5.26
O -1.73 1.23 -3.92
C -2.35 2.33 -3.39
C -2.54 3.49 -4.40
O -3.61 3.27 -5.43
C -3.95 4.20 -6.39
H -3.08 0.59 -5.45
H -1.42 -0.09 -5.32
H -1.80 1.55 -6.01
H -1.63 2.72 -2.67
H -3.30 2.11 -2.90
H -1.74 3.82 -5.06
H -2.84 4.35 -3.80
H -3.07 4.49 -6.96
H -4.34 5.06 -5.85
H -4.64 3.70 -7.08
C 4.52 2.69 6.62
O 3.75 1.91 5.80
C 2.34 2.13 5.71
C 1.76 1.56 4.51
O 2.11 2.37 3.40
C 1.68 1.84 2.18
H 5.42 2.10 6.80
H 4.03 3.00 7.54
H 4.79 3.61 6.11
H 2.12 3.20 5.61
H 1.82 1.77 6.59
H 0.71 1.25 4.57
H 2.05 0.53 4.31
H 0.66 1.45 2.22
H 2.34 1.06 1.79
H 1.70 2.63 1.43
C -0.40 -2.65 2.93
O 0.04 -1.41 3.30
C -0.86 -0.69 4.06
C -1.92 0.06 3.26
O -1.27 1.25 2.77
C -0.60 1.04 1.51
H -1.10 -2.60 2.09
H -0.68 -3.32 3.74
H 0.35 -3.24 2.40
H -0.24 -0.06 4.69
H -1.40 -1.25 4.83
H -2.69 0.39 3.95
H -2.38 -0.53 2.47
H -1.38 0.74 0.82
H 0.19 0.28 1.52
H -0.07 1.96 1.28
C -0.76 -4.89 -7.77
O 0.00 -4.80 -6.57
C 1.41 -4.95 -6.62
C 1.96 -4.92 -5.15
O 1.67 -3.69 -4.51
C 0.90 -3.70 -3.38
H -1.73 -5.06 -7.29
H -0.38 -5.76 -8.29
H -0.75 -4.02 -8.43
H 1.94 -4.15 -7.14
H 1.72 -5.91 -7.05
H 3.04 -5.06 -5.06
H 1.64 -5.77 -4.55
H 1.00 -4.62 -2.81
H -0.15 -3.76 -3.65
H 1.07 -2.74 -2.89
C -0.18 1.54 -1.93
O -0.03 1.44 -0.59
C 1.14 0.70 -0.09
C 1.05 -0.80 0.07
O 1.41 -1.43 -1.12
C 1.37 -2.87 -1.15
H -0.11 0.61 -2.49
H 0.54 2.29 -2.27
H -1.08 2.09 -2.21
H 1.32 1.25 0.83
H 2.04 0.99 -0.64
H 0.03 -0.99 0.40
H 1.64 -1.07 0.94
H 0.41 -3.17 -0.74
H 2.21 -3.17 -0.54
H 1.44 -3.15 -2.20
C -3.18 0.16 -1.37
O -3.30 1.55 -1.73
C -2.80 2.40 -0.73
C -2.86 3.92 -1.07
O -2.38 4.66 0.04
C -1.28 5.50 -0.29
H -2.21 -0.12 -0.95
H -3.41 -0.56 -2.15
H -3.88 0.06 -0.54
H -1.79 2.03 -0.53
H -3.37 2.21 0.18
H -3.86 4.33 -1.14
H -2.37 4.10 -2.03
H -0.53 5.09 -0.97
H -0.67 5.80 0.56
H -1.76 6.31 -0.84
*
```

Löwdin atomic charge list, values in e, 99 entries: -0.13 -0.11 -0.17 -0.15 -0.20 -0.10 0.09 0.15 0.05 0.10 0.09 0.11 0.12 0.07 0.09 0.09 -0.05 -0.17 -0.29 -0.09 -0.24 -0.14 0.09 0.09 0.08 0.05 0.07 0.12 0.10 0.08 0.08 0.09 -0.15 -0.16 -0.18 -0.21 -0.08 -0.18 0.09 0.08 0.08 0.13 0.13 0.10 0.11 0.03 0.09 0.14 -0.12 -0.29 -0.20 -0.13 -0.12 -0.19 0.10 0.11 0.09 0.11 0.13 0.13 0.13 0.10 0.05 0.11 -0.08 -0.20 -0.18 -0.16 -0.13 -0.16 0.09 0.08 0.08 0.12 0.12 0.12 0.12 0.13 0.13 0.08 -0.12 -0.26 -0.15 -0.24 -0.14 -0.09 0.12 0.12 0.00 0.00 0.16 0.13 0.00 0.11 0.11 -0.08 -0.02 -0.24 -0.15

---

# 3
This record from OMol25 describes 7 unconnected molecules or ions with the total composition C28H71O7P2 at a distorted geometry. The level of theory is wB97M-V/def2-TZVPD.

## Properties
Orbital gap in eV: 6.3
Lowest unoccupied orbital energy in eV: -4.55
HOMO in eV: -10.8

```
! wB97M-V def2-TZVPD RIJCOSX def2/J DEFGRID3
* xyz 1 1
C -1.57 -1.33 -2.82
C -1.96 -2.36 -1.94
C -2.94 -3.44 -2.50
P -4.48 -2.70 -3.23
C -5.90 -3.85 -2.81
P -5.03 -0.74 -2.43
O -6.27 -0.31 -3.20
H -0.85 -1.56 -3.63
H -1.96 -0.30 -2.75
H -1.58 -2.46 -0.91
H -2.37 -4.03 -3.26
H -3.20 -4.15 -1.69
H -4.35 -2.56 -4.63
H -5.50 -4.67 -2.19
H -6.66 -3.32 -2.21
H -6.30 -4.25 -3.76
H -5.37 -0.96 -1.05
H -4.00 0.23 -2.47
C 3.46 1.02 -2.13
C 2.02 1.11 -1.66
O 1.51 -0.11 -1.16
C 2.16 -0.64 -0.01
C 2.08 0.27 1.20
H 3.60 0.19 -2.82
H 3.76 1.95 -2.62
H 4.14 0.87 -1.29
H 1.39 1.37 -2.52
H 1.89 1.91 -0.93
H 3.20 -0.89 -0.25
H 1.66 -1.58 0.22
H 2.66 1.19 1.06
H 2.47 -0.23 2.08
H 1.05 0.57 1.39
C 5.16 6.35 -5.70
C 5.84 5.52 -4.63
O 5.07 4.41 -4.20
C 4.76 3.44 -5.19
C 5.99 2.77 -5.78
H 4.15 6.63 -5.39
H 5.73 7.26 -5.90
H 5.07 5.80 -6.64
H 6.00 6.14 -3.74
H 6.83 5.18 -4.96
H 4.13 3.88 -5.97
H 4.15 2.68 -4.69
H 6.58 3.47 -6.38
H 5.69 1.94 -6.43
H 6.63 2.38 -4.99
C -8.03 4.29 0.56
C -7.16 3.79 -0.58
O -6.77 2.43 -0.45
C -7.83 1.49 -0.44
C -8.64 1.47 -1.72
H -7.57 4.08 1.52
H -8.18 5.37 0.47
H -9.01 3.82 0.55
H -6.23 4.37 -0.59
H -7.64 3.96 -1.55
H -8.48 1.64 0.43
H -7.35 0.51 -0.30
H -9.22 2.39 -1.84
H -9.35 0.64 -1.71
H -7.99 1.38 -2.59
C 0.24 1.37 6.56
C 1.09 0.88 5.40
O 1.46 -0.49 5.51
C 0.40 -1.42 5.53
C -0.43 -1.41 4.25
H 0.72 1.13 7.51
H 0.10 2.45 6.49
H -0.75 0.90 6.56
H 2.02 1.44 5.38
H 0.59 1.06 4.44
H -0.23 -1.27 6.41
H 0.86 -2.40 5.64
H -0.99 -0.48 4.15
H -1.14 -2.24 4.26
H 0.21 -1.51 3.38
C 3.20 -1.53 -5.64
C 4.27 -0.96 -6.55
O 5.50 -0.70 -5.89
C 6.15 -1.82 -5.32
C 6.55 -2.87 -6.35
H 3.08 -0.90 -4.75
H 2.24 -1.58 -6.16
H 3.45 -2.53 -5.30
H 3.93 0.01 -6.94
H 4.44 -1.60 -7.42
H 5.54 -2.26 -4.53
H 7.06 -1.43 -4.85
H 5.68 -3.36 -6.78
H 7.17 -3.64 -5.88
H 7.11 -2.42 -7.17
C -1.63 -2.25 11.64
C -1.87 -3.02 10.35
O -1.15 -2.50 9.25
C 0.26 -2.52 9.35
C 0.84 -3.92 9.49
H -1.79 -1.19 11.49
H -2.30 -2.61 12.43
H -0.61 -2.38 12.00
H -2.92 -2.94 10.09
H -1.65 -4.08 10.48
H 0.59 -1.88 10.18
H 0.64 -2.07 8.44
H 0.57 -4.37 10.44
H 1.93 -3.89 9.43
H 0.46 -4.57 8.69
*
```

Löwdin atomic charge list, values in e, 99 entries: 0.00 -0.19 -0.35 0.91 -0.20 0.62 -0.47 0.08 0.04 0.11 0.11 0.09 0.06 0.06 0.06 0.06 0.03 0.01 -0.06 -0.27 -0.19 -0.28 -0.08 0.07 0.07 0.08 0.11 0.11 0.11 0.11 0.07 0.08 0.08 -0.08 -0.28 -0.17 -0.28 -0.07 0.08 0.08 0.07 0.12 0.11 0.11 0.10 0.07 0.06 0.09 -0.08 -0.28 -0.18 -0.29 -0.08 0.08 0.08 0.07 0.12 0.11 0.11 0.09 0.07 0.08 0.06 -0.07 -0.28 -0.16 -0.28 -0.08 0.08 0.08 0.07 0.12 0.10 0.10 0.12 0.07 0.08 0.07 -0.08 -0.28 -0.17 -0.28 -0.08 0.06 0.07 0.07 0.11 0.11 0.11 0.12 0.07 0.08 0.08 -0.08 -0.28 -0.17 -0.28 -0.08 0.08

---

# 4
This record from OMol25 describes 7 unconnected molecules or ions with the total composition C28H73N3O9 at a distorted geometry. The level of theory is wB97M-V/def2-TZVPD.

## Properties
Orbital gap in eV: 9.3
Lowest unoccupied orbital energy in eV: 0.67
HOMO in eV: -8.6

```
! wB97M-V def2-TZVPD RIJCOSX def2/J DEFGRID3
* xyz 0 1
C 1.97 0.72 4.60
C 1.94 0.45 3.09
C 0.43 0.68 2.58
O 2.75 1.36 2.43
H 1.29 0.00 5.04
H 1.64 1.69 4.97
H 3.00 0.72 4.95
H 2.17 -0.59 2.87
H 0.28 0.37 1.55
H 0.23 1.74 2.48
H -0.30 0.24 3.26
H 2.31 1.41 1.57
C 4.71 -3.63 -3.15
C 3.85 -4.11 -2.04
C 3.34 -2.91 -1.31
O 2.87 -4.90 -2.63
H 5.33 -4.47 -3.48
H 5.47 -2.86 -2.99
H 4.30 -3.27 -4.09
H 4.31 -4.83 -1.37
H 2.46 -3.09 -0.69
H 2.95 -2.20 -2.05
H 4.09 -2.36 -0.74
H 3.13 -5.80 -2.84
C 3.05 -4.52 4.97
C 2.09 -3.95 3.94
C 2.35 -4.56 2.48
O 0.69 -4.13 4.35
H 4.03 -4.09 4.72
H 3.29 -5.59 4.93
H 2.86 -4.32 6.02
H 2.36 -2.89 3.89
H 1.62 -3.97 1.94
H 2.27 -5.64 2.34
H 3.36 -4.23 2.23
H 0.49 -5.07 4.38
C -1.56 -2.87 0.46
C -0.32 -2.66 -0.41
C -0.09 -3.62 -1.53
O -0.36 -1.33 -0.94
H -1.59 -2.24 1.35
H -1.65 -3.95 0.58
H -2.48 -2.66 -0.09
H 0.51 -2.78 0.29
H -1.00 -3.61 -2.14
H -0.01 -4.63 -1.15
H 0.72 -3.38 -2.21
H 0.37 -0.80 -0.60
C -6.65 -1.36 1.20
O -5.36 -0.81 0.97
C -5.19 0.60 0.91
C -3.78 0.98 0.46
N -3.42 2.33 0.95
C -2.93 2.31 2.37
C -2.37 3.68 2.74
O -1.23 4.07 1.92
C -0.40 5.03 2.60
H -6.99 -0.99 2.17
H -6.45 -2.43 1.27
H -7.30 -1.19 0.34
H -5.54 0.90 1.90
H -5.93 1.19 0.37
H -3.61 0.98 -0.61
H -3.17 0.22 0.95
H -2.81 2.94 0.43
H -2.25 1.46 2.43
H -3.67 2.08 3.13
H -2.16 3.80 3.81
H -3.17 4.41 2.64
H 0.37 5.39 1.92
H 0.19 4.50 3.35
H -0.98 5.80 3.12
C 4.41 8.39 0.52
O 3.80 7.60 -0.44
C 2.70 6.85 0.09
C 2.04 5.91 -0.97
N 2.65 4.60 -1.25
C 3.29 3.77 -0.22
C 3.16 2.30 -0.68
O 1.97 1.53 -0.30
C 0.77 2.26 -0.54
H 3.79 9.07 1.09
H 5.19 8.96 0.01
H 5.08 7.82 1.17
H 1.94 7.51 0.52
H 3.04 6.25 0.93
H 2.02 6.40 -1.94
H 1.00 5.80 -0.67
H 3.36 4.76 -1.96
H 2.83 3.86 0.76
H 4.35 3.91 -0.03
H 4.08 1.86 -0.29
H 3.24 2.18 -1.76
H 0.56 2.97 0.26
H -0.09 1.59 -0.59
H 0.71 2.76 -1.51
C -5.60 -2.89 -5.60
C -4.13 -2.93 -6.00
C -3.29 -2.66 -4.67
O -3.48 -1.24 -4.51
C -3.00 -0.64 -3.25
N -3.77 -4.18 -6.51
H -6.18 -3.17 -6.48
H -5.85 -1.93 -5.16
H -5.77 -3.67 -4.86
H -4.14 -2.09 -6.69
H -2.24 -2.94 -4.79
H -3.67 -3.35 -3.91
H -3.19 0.44 -3.28
H -1.94 -0.82 -3.10
H -3.51 -1.18 -2.44
H -4.05 -4.16 -7.48
H -2.77 -4.25 -6.65
*
```

Löwdin atomic charge list, values in e, 99 entries: -0.06 -0.46 -0.03 -0.04 0.08 0.07 0.07 0.12 0.05 0.06 0.07 0.03 -0.08 -0.52 -0.05 -0.05 0.08 0.08 0.09 0.14 0.05 0.09 0.09 0.10 -0.08 -0.42 -0.04 -0.07 0.07 0.07 0.08 0.11 0.05 0.08 0.07 0.08 -0.04 -0.50 -0.06 -0.06 0.08 0.08 0.07 0.10 0.07 0.09 0.07 0.06 -0.09 -0.22 -0.23 -0.18 -0.05 -0.18 -0.19 -0.22 -0.09 0.08 0.09 0.09 0.11 0.12 0.11 0.10 0.09 0.09 0.11 0.11 0.12 0.07 0.08 0.09 -0.15 -0.18 -0.21 -0.17 -0.06 -0.20 -0.18 -0.22 -0.10 0.09 0.09 0.08 0.11 0.11 0.12 0.10 0.11 0.11 0.12 0.11 0.12 0.07 0.08 0.09 -0.08 -0.48 -0.17